Record 1
This record from OMol25 describes a gas-phase ion, C23H34NO2 (charge +1). The level of theory is ωB97M-V/def2-TZVPD.

The geometry in XYZ format:
```
60
Properties=species:S:1:pos:R:3:forces:R:3
C 4.145 1.342 -2.900 -0.08 -0.13 0.13
H 3.562 2.258 -2.890 -0.04 0.13 -0.03
H 4.118 0.933 -3.905 0.02 0.01 -0.10
H 5.176 1.585 -2.658 0.13 0.06 -0.02
C 3.580 0.328 -1.910 0.10 0.11 0.10
C 3.616 0.898 -0.495 0.19 0.31 -0.71
N 3.002 -0.010 0.509 -0.36 0.00 -0.22
C 3.867 -1.185 0.816 0.36 -0.80 0.25
C 3.119 -2.516 0.806 -0.04 0.09 -0.16
C 2.525 -2.869 -0.553 0.08 -0.04 0.20
H 3.289 -2.868 -1.327 0.07 0.01 -0.14
H 2.097 -3.866 -0.511 -0.09 -0.07 -0.05
H 1.726 -2.189 -0.844 -0.13 0.07 -0.09
H 3.839 -3.286 1.087 0.04 0.06 0.09
H 2.328 -2.520 1.554 0.08 -0.03 0.09
H 4.663 -1.229 0.071 -0.07 0.14 0.02
H 4.332 -1.026 1.791 -0.04 0.17 -0.07
H 2.120 -0.376 0.097 0.35 0.10 0.03
C 2.558 0.729 1.720 -0.35 0.28 0.67
H 3.428 0.957 2.337 0.01 -0.01 -0.17
H 2.120 1.674 1.395 0.12 -0.09 -0.13
C 1.510 -0.047 2.520 -0.02 -0.05 -0.08
C 0.440 -0.661 1.649 -0.06 -0.05 0.01
C -0.172 -1.847 2.023 0.03 0.15 -0.03
C -1.129 -2.436 1.215 -0.12 -0.04 -0.09
C -1.495 -1.880 -0.006 0.01 0.18 -0.13
C -0.899 -0.658 -0.386 0.11 -0.08 -0.03
C 0.049 -0.076 0.449 -0.32 -0.26 0.06
H 0.401 0.897 0.139 0.08 0.19 -0.07
O -1.106 0.002 -1.555 0.28 -0.36 0.21
C -2.416 0.092 -2.106 -0.65 0.06 -0.24
H -2.746 -0.878 -2.488 0.09 0.20 0.00
H -2.285 0.783 -2.942 -0.07 -0.07 0.09
C -3.436 0.649 -1.104 0.38 -0.07 -0.13
C -2.874 1.841 -0.377 -0.11 -0.01 0.04
C -2.536 1.757 0.967 -0.09 0.03 -0.04
C -1.966 2.837 1.620 0.05 0.02 0.09
C -1.729 4.016 0.935 0.08 0.06 0.08
C -2.073 4.112 -0.404 0.04 0.07 -0.09
C -2.641 3.032 -1.054 -0.01 -0.03 0.07
H -2.913 3.115 -2.096 -0.03 0.02 -0.14
H -1.902 5.034 -0.940 0.01 0.08 -0.04
H -1.288 4.861 1.444 0.02 0.08 0.04
H -1.714 2.758 2.667 0.00 0.01 0.10
H -2.722 0.841 1.512 -0.03 -0.11 0.03
H -3.705 -0.128 -0.386 -0.08 -0.01 -0.03
H -4.334 0.925 -1.659 -0.05 -0.08 0.00
O -2.386 -2.439 -0.862 0.31 0.44 -0.06
C -3.059 -3.619 -0.481 -0.15 -0.28 0.07
H -2.362 -4.452 -0.348 -0.02 0.04 0.01
H -3.735 -3.845 -1.304 0.04 -0.03 0.09
H -3.639 -3.473 0.434 0.03 0.00 -0.02
H -1.583 -3.356 1.543 -0.07 -0.12 -0.01
H 0.087 -2.319 2.959 0.07 -0.08 0.11
H 1.981 -0.828 3.118 0.00 0.01 0.03
H 1.051 0.653 3.222 0.13 0.04 0.03
H 3.061 1.838 -0.495 -0.02 -0.09 0.16
H 4.642 1.113 -0.187 -0.08 -0.04 0.12
H 4.162 -0.592 -1.976 -0.06 -0.09 0.05
H 2.547 0.098 -2.181 -0.06 -0.10 0.04
```
Positions in Å, forces in eV/Å.

The LUMO energy comes out at -2.030 eV. The calculation puts the total energy at -29981.902 eV. For the HOMO energy, the calculation gives -10.99 eV. The energy above the lowest of the compared OMol25 structures with the same formula, charge and spin comes out at 0.0617 eV. Its total charge is +1. The value obtained for the orbital gap is 8.96 eV.

Löwdin atomic charge list, values in e, 5 entries:
1. C -0.084
2. H 0.082
3. H 0.083
4. H 0.082
5. C -0.227


Record 2
This record from OMol25 describes 2 unconnected molecules or ions with the total composition C4H13NO. The level of theory is ωB97M-V/def2-TZVPD.

The geometry in XYZ format:
```
19
Properties=species:S:1:pos:R:3:forces:R:3
C -0.816 -1.611 0.288 -0.77 0.67 -0.11
C -1.733 -0.936 1.326 0.44 -0.47 -0.10
C -2.171 0.450 0.870 0.26 -0.13 0.00
H -0.232 -0.821 -0.166 0.59 -0.12 0.00
H -0.172 -2.398 0.668 0.02 0.03 0.12
H -1.418 -2.004 -0.526 -0.12 -0.27 -0.09
H -2.596 -1.577 1.517 -0.07 0.08 0.12
H -1.187 -0.843 2.271 -0.12 0.02 -0.02
H -2.799 0.912 1.632 -0.09 0.17 -0.20
H -2.675 0.432 -0.097 -0.31 -0.13 0.09
H -1.291 1.075 0.700 0.03 0.09 0.23
N 2.139 -0.248 -0.819 -0.51 0.31 -0.02
C 1.731 1.092 -1.072 0.77 0.69 -1.21
O 2.883 1.933 -1.349 -0.04 0.47 0.70
H 2.954 -0.276 -0.226 0.11 -0.08 0.01
H 2.321 -0.673 -1.714 0.37 -0.33 0.12
H 1.130 1.564 -0.294 0.00 -0.29 0.23
H 1.211 1.114 -2.032 -0.68 -0.27 0.34
H 2.722 2.816 -0.977 0.12 -0.44 -0.21
```
Positions in Å, forces in eV/Å.

The LUMO energy comes out at 0.863 eV. The calculation puts the total energy at -7895.948 eV. For the HOMO energy, the calculation gives -9.71 eV. The energy above the lowest of the compared OMol25 structures with the same formula, charge and spin comes out at 0.7132 eV. Its total charge is 0. The value obtained for the orbital gap is 10.57 eV.

Löwdin atomic charge list, values in e, 5 entries:
1. C -0.121
2. C -0.317
3. C -0.130
4. H 0.024
5. H 0.067


Record 3
This record from OMol25 describes 3 unconnected molecules or ions with the total composition C7H17NO2. The level of theory is ωB97M-V/def2-TZVPD.

The geometry in XYZ format:
```
27
Properties=species:S:1:pos:R:3:forces:R:3
C 1.459 0.274 0.009 0.97 2.33 -1.44
C 0.368 1.613 -1.125 0.76 -2.77 0.96
C 1.533 0.593 1.487 -0.21 0.25 0.25
C 1.890 -1.105 -0.463 -0.06 -0.21 -0.64
N -0.364 2.438 -0.336 -1.01 0.61 1.06
H 2.212 0.929 -0.443 0.26 -0.28 0.37
H -0.988 1.912 0.313 0.55 0.80 -0.64
H 0.147 3.189 0.112 -0.08 -0.15 -0.04
H -0.201 0.838 -1.624 0.00 0.39 -0.41
H 1.132 2.104 -1.721 -0.01 -0.19 0.09
H 2.386 1.240 1.721 -0.09 -0.12 0.03
H 1.194 -1.553 -1.173 -0.18 -0.12 -0.01
H 2.842 -1.042 -1.004 -0.08 -0.09 0.14
H 1.624 -0.293 2.119 -0.01 -0.06 -0.13
H 0.639 1.120 1.826 -0.10 0.11 0.11
H 2.039 -1.818 0.348 -0.09 0.07 0.11
C -2.589 -0.362 -1.371 0.08 0.53 0.00
C -0.700 -1.836 1.188 0.72 0.08 -0.13
C -1.016 -0.576 0.419 -3.56 0.18 0.25
O -1.349 -0.891 -0.900 0.63 -0.05 1.02
O -1.531 0.401 0.977 1.21 -1.43 -0.79
H -3.429 -0.805 -0.830 0.10 -0.03 0.04
H -2.633 0.724 -1.258 0.02 -0.11 -0.04
H -2.647 -0.624 -2.423 0.02 -0.03 -0.01
H -0.220 -1.614 2.136 0.14 0.02 -0.07
H -1.659 -2.304 1.420 -0.13 0.21 -0.14
H -0.138 -2.551 0.595 0.12 0.07 0.08
```
Positions in Å, forces in eV/Å.

The LUMO energy comes out at 0.808 eV. The calculation puts the total energy at -13116.833 eV. For the HOMO energy, the calculation gives -7.41 eV. The energy above the lowest of the compared OMol25 structures with the same formula, charge and spin comes out at 3.9074 eV. Its total charge is 0. The value obtained for the orbital gap is 8.21 eV.

Löwdin atomic charge list, values in e, 5 entries:
1. C -0.311
2. C -0.128
3. C -0.125
4. C -0.123
5. N 0.010


Record 4
This record from OMol25 describes a molecular structure, C14H27NO24S6. The level of theory is ωB97M-V/def2-TZVPD.

The geometry in XYZ format:
```
72
Properties=species:S:1:pos:R:3:forces:R:3
C 9.487 7.954 12.353 -0.71 -1.17 0.63
C 9.822 8.346 13.771 -0.64 -0.46 -3.00
N 9.953 8.809 14.801 0.41 0.23 1.42
H 9.936 8.655 11.605 -0.67 -0.57 0.78
H 8.347 7.856 12.327 1.53 0.70 -0.25
H 9.812 6.900 12.124 0.10 1.15 0.35
C 11.424 10.539 6.929 1.57 -1.69 2.39
C 10.684 10.769 8.294 0.65 0.37 -0.68
O 9.438 11.403 7.898 1.62 0.38 -0.09
S 9.675 12.219 6.533 -2.24 3.04 0.60
O 10.007 13.624 6.799 0.05 -3.08 -0.40
O 8.503 11.968 5.747 0.71 0.09 0.08
O 10.855 11.375 5.995 -0.11 0.99 -1.42
H 11.346 9.498 6.604 -0.01 0.20 -0.14
H 12.487 10.818 7.083 -0.65 -0.33 -0.28
H 11.365 11.406 8.868 -0.80 0.30 0.12
H 10.448 9.892 8.885 -0.05 -0.14 -0.33
C 12.899 11.919 11.925 -1.23 -0.55 0.62
C 12.740 13.406 11.370 -0.14 -1.97 0.04
O 13.602 13.428 10.212 1.16 -1.06 -0.23
S 14.377 11.998 10.050 -0.45 0.40 -0.17
O 15.748 12.123 9.717 -0.25 0.39 0.23
O 13.551 11.170 9.218 0.21 0.05 0.24
O 14.237 11.535 11.568 -0.06 0.36 -1.03
H 12.154 11.144 11.502 1.08 1.44 0.41
H 12.894 11.826 13.021 -0.29 0.36 -0.42
H 13.159 14.114 12.093 -0.61 0.01 -0.27
H 11.706 13.538 10.991 0.68 0.41 0.67
C 15.137 8.213 9.978 0.64 0.46 -0.94
C 14.908 8.200 8.412 0.05 -1.15 1.06
O 13.545 7.729 8.235 0.13 0.45 0.07
S 12.817 7.270 9.582 0.32 3.28 -0.99
O 12.894 5.892 9.715 0.20 -2.50 0.46
O 11.539 7.915 9.610 0.63 -0.19 0.40
O 13.839 8.004 10.586 -0.24 -0.30 -0.47
H 15.489 9.222 10.324 -0.23 -1.20 -0.24
H 15.865 7.405 10.195 -0.63 0.52 0.53
H 15.567 7.498 7.880 -0.22 0.08 0.48
H 15.086 9.165 7.991 -0.62 0.72 -0.32
C 10.101 11.619 15.957 0.37 0.91 1.15
C 10.488 10.854 17.253 0.45 -0.66 -0.87
O 11.966 10.791 17.215 -1.13 -0.49 1.20
S 12.580 11.791 16.221 -1.20 1.11 -1.07
O 13.732 11.149 15.676 -0.52 0.46 -0.35
O 12.608 13.139 16.678 0.90 -0.16 0.67
O 11.281 11.852 15.231 2.14 -1.18 -0.83
H 9.682 12.587 16.090 -0.55 0.81 0.79
H 9.451 11.085 15.332 -0.81 -1.11 -0.63
H 10.161 9.831 17.107 0.17 -0.21 0.15
H 10.144 11.186 18.230 0.16 0.60 -0.28
C 6.850 9.223 7.735 1.05 0.71 0.43
C 6.660 10.719 7.844 -1.03 0.69 0.81
O 6.164 10.858 9.239 0.73 0.56 0.26
S 7.101 9.991 10.210 -1.72 -0.06 -2.45
O 6.288 9.515 11.255 -0.43 -0.51 0.69
O 8.344 10.570 10.551 0.73 0.44 -0.28
O 7.276 8.884 9.075 1.45 -1.23 0.55
H 7.579 8.874 6.970 -0.31 0.39 0.79
H 5.930 8.731 7.619 -1.24 -0.68 -0.43
H 5.853 11.150 7.239 0.41 -0.27 0.02
H 7.573 11.288 7.786 -0.43 -0.18 -0.22
C 14.933 7.270 13.653 -1.08 0.15 0.06
C 15.411 8.633 14.197 0.41 -0.23 -1.27
O 16.611 8.887 13.427 0.29 -0.01 -0.35
S 17.398 7.508 13.226 -0.83 1.35 -1.43
O 18.111 7.246 14.391 0.69 -0.91 2.22
O 18.109 7.495 12.004 -0.24 0.18 -0.62
O 16.089 6.642 13.043 -0.53 -0.60 0.75
H 14.180 7.369 12.830 0.80 0.12 0.69
H 14.422 6.722 14.470 0.88 -0.34 -0.51
H 15.670 8.702 15.252 -0.34 -0.19 -0.03
H 14.702 9.366 13.851 -0.14 0.53 0.50
```
Positions in Å, forces in eV/Å.

The LUMO energy comes out at 0.150 eV. The calculation puts the total energy at -130590.410 eV. For the HOMO energy, the calculation gives -11.23 eV. The energy above the lowest of the compared OMol25 structures with the same formula, charge and spin comes out at 0.2158 eV. Its total charge is 0. The value obtained for the orbital gap is 11.38 eV.

Löwdin atomic charge list, values in e, 5 entries:
1. C -0.054
2. C -0.217
3. N 0.162
4. H 0.063
5. H 0.100


Record 5
This record from OMol25 describes a single C4H9N molecule. The level of theory is ωB97M-V/def2-TZVPD.

The geometry in XYZ format:
```
14
Properties=species:S:1:pos:R:3:forces:R:3
C -1.954 -0.839 -0.352 -1.55 -3.65 1.99
N 1.086 -0.801 1.028 -1.26 1.98 -2.55
C 0.430 0.114 0.011 -0.89 0.99 2.04
C -0.876 0.110 -0.494 4.25 0.70 -0.83
C 1.315 1.412 -0.299 0.43 -4.91 -0.74
H -2.546 -0.848 -1.255 -0.82 0.51 0.17
H -2.565 -0.775 0.637 0.64 0.42 -1.86
H -1.717 -1.971 -0.326 0.56 1.58 0.12
H 0.466 -1.154 1.730 -0.50 -0.22 0.18
H 1.767 -0.203 1.461 0.29 -0.15 0.38
H -1.017 0.753 -1.415 0.29 -0.21 1.50
H 0.722 1.713 -1.100 0.21 1.15 -2.14
H 1.416 2.216 0.328 -0.56 1.55 2.49
H 2.384 1.089 -0.450 -1.09 0.27 -0.77
```
Positions in Å, forces in eV/Å.

The LUMO energy comes out at 1.053 eV. The calculation puts the total energy at -5782.036 eV. For the HOMO energy, the calculation gives -8.23 eV. The energy above the lowest of the compared OMol25 structures with the same formula, charge and spin comes out at 1.7765 eV. Its total charge is 0. The value obtained for the orbital gap is 9.28 eV.

Löwdin atomic charge list, values in e, 5 entries:
1. C -0.168
2. N 0.061
3. C -0.263
4. C -0.188
5. C -0.051


Record 6
This record from OMol25 describes a molecular structure, C23H25FeN8Se2Si. The level of theory is ωB97M-V/def2-TZVPD.

The geometry in XYZ format:
```
60
Properties=species:S:1:pos:R:3:forces:R:3
Fe -0.771 -0.459 0.094 -0.07 0.27 0.21
Se -2.366 -2.588 -1.957 -0.03 0.01 -0.04
Se -2.664 -3.667 0.072 0.02 -0.03 0.03
C -0.821 -3.716 0.621 0.05 -0.02 0.00
C -0.295 -4.944 0.993 0.03 0.00 0.03
C 1.037 -5.004 1.372 -0.02 -0.06 0.01
C 1.799 -3.849 1.331 0.02 0.02 0.01
C 1.192 -2.669 0.941 -0.02 0.02 0.01
N -0.104 -2.593 0.616 -0.17 0.00 -0.03
C -3.332 -0.986 -1.511 -0.03 -0.02 0.02
C -4.456 -0.662 -2.252 0.00 0.03 0.01
C -5.167 0.477 -1.911 -0.04 -0.03 -0.07
C -4.753 1.226 -0.824 -0.01 0.03 0.03
C -3.618 0.830 -0.143 -0.03 -0.09 0.03
N -2.898 -0.242 -0.490 0.16 -0.05 -0.03
H -0.914 -5.830 0.962 0.02 0.00 0.00
H 1.478 -5.946 1.667 -0.01 0.01 -0.01
H 2.850 -3.858 1.586 -0.02 0.02 0.00
H 1.749 -1.743 0.868 0.01 -0.02 0.00
H -4.769 -1.303 -3.063 0.00 0.01 0.00
H -6.047 0.760 -2.474 0.01 0.00 0.00
H -5.293 2.107 -0.508 0.01 -0.01 0.02
H -3.258 1.391 0.708 -0.02 0.02 0.00
N -0.823 2.201 -2.083 -0.02 -0.05 0.05
C -0.862 2.708 -0.842 -0.01 0.03 -0.07
N -0.952 4.026 -0.691 0.02 -0.06 0.05
C -0.956 4.451 0.573 0.01 0.09 -0.01
N -1.064 5.767 0.787 -0.02 -0.06 -0.01
N -0.851 3.661 1.667 -0.03 0.03 0.00
C -0.804 2.378 1.390 0.01 -0.02 0.16
N -0.841 1.828 0.187 0.07 -0.09 -0.13
C -0.723 1.419 2.533 0.04 0.10 -0.06
C -0.722 1.867 3.841 0.01 0.07 0.05
C -0.649 0.936 4.865 0.00 0.03 0.03
C -0.588 -0.409 4.543 0.00 -0.02 -0.01
C -0.596 -0.772 3.208 0.00 0.04 0.03
N -0.654 0.120 2.217 -0.19 -0.24 -0.05
H -0.712 2.860 -2.836 0.01 -0.01 0.00
H -0.422 1.274 -2.185 0.02 0.06 -0.01
H -1.113 6.390 0.001 0.00 0.02 0.01
H -1.044 6.122 1.725 0.01 0.00 -0.01
H -0.776 2.930 4.026 0.00 -0.02 0.02
H -0.642 1.256 5.898 -0.01 0.00 -0.02
H -0.538 -1.170 5.309 0.01 0.00 -0.02
H -0.550 -1.812 2.914 -0.02 0.01 0.02
C 4.452 1.338 -1.805 0.05 0.10 0.01
Si 3.679 -0.310 -2.190 -0.07 0.00 0.00
C 3.675 -0.620 -4.024 0.01 -0.02 -0.10
C 4.578 -1.671 -1.287 0.07 -0.09 0.05
C 1.940 -0.308 -1.585 -0.11 0.07 -0.08
C 0.796 -0.334 -1.153 0.28 -0.08 -0.13
H 5.467 1.388 -2.206 -0.02 0.02 0.02
H 4.505 1.507 -0.727 0.00 0.01 -0.02
H 3.874 2.153 -2.247 0.03 -0.01 0.01
H 4.697 -0.635 -4.412 -0.03 0.00 -0.01
H 3.126 0.167 -4.547 0.02 -0.02 -0.01
H 3.206 -1.576 -4.263 0.01 0.02 -0.01
H 5.600 -1.770 -1.662 -0.01 -0.01 0.03
H 4.075 -2.632 -1.421 0.02 0.02 0.00
H 4.634 -1.457 -0.216 0.00 -0.02 -0.02
```
Positions in Å, forces in eV/Å.

As for the spin multiplicity: 5. The LUMO energy (alpha / beta) comes out at -3.047 / -3.111 eV. The calculation puts the total energy at -209132.796 eV. For the HOMO energy (alpha / beta), the calculation gives -11.19 / -10.95 eV. As for the expectation value of S²: 6.012. Its total charge is +1. The value obtained for the orbital gap (alpha / beta) is 8.15 / 7.84 eV.

Löwdin atomic charge list, values in e, 5 entries:
1. Fe 0.651
2. Se 0.712
3. Se 0.710
4. C -0.668
5. C -0.093


Let's list F_max in order: 0.018 0.031 0.070 0.074 0.097 0.007 Eh/bohr.